# C11H21FN2O4

A cluster of 2 separate species, C11H21FN2O4 in total (ωB97M-V/def2-TZVPD, OMol25).

XYZ file:
```
39
Properties=species:S:1:pos:R:3:forces:R:3
C 1.2880 3.6181 2.6985 0.0 -0.3 -0.4
N 0.4840 2.4561 2.3197 -0.4 -0.1 1.0
C 0.5367 1.8578 1.1216 0.1 0.5 -1.2
O 1.2315 2.3007 0.2134 0.1 -0.4 0.1
C -0.3409 0.6033 0.8951 -0.6 -0.1 0.1
C -0.7420 0.4221 -0.5860 -0.1 -0.1 0.3
C -1.5891 -0.8232 -0.9205 0.4 -0.1 -0.1
C -1.8660 -0.8560 -2.4236 -0.2 0.3 0.3
C -0.9078 -2.1406 -0.5430 -0.2 0.5 0.2
N -1.5467 0.5991 1.7397 1.2 0.3 -1.5
C -1.7010 0.0667 2.9515 -0.5 -0.5 1.6
C -0.5624 -0.6919 3.6038 -0.1 0.1 -0.2
O -2.7528 0.2077 3.5506 -0.4 0.0 0.1
H 2.3388 3.3309 2.7751 0.0 0.1 0.0
H 1.1959 4.3966 1.9378 0.0 -0.1 0.1
H 0.9538 4.0135 3.6589 -0.1 -0.2 -0.1
H -0.1524 2.0764 3.0034 0.1 0.2 -0.1
H 0.2858 -0.2464 1.1639 0.0 -0.1 0.2
H -1.3003 1.3073 -0.8953 0.0 0.1 -0.1
H 0.1666 0.3846 -1.1860 0.0 0.1 0.0
H -2.5447 -0.7617 -0.3992 -0.1 0.0 0.1
H -2.3640 0.0647 -2.7269 0.0 0.0 -0.2
H -0.9328 -0.9557 -2.9781 0.0 0.0 -0.1
H -2.5153 -1.6985 -2.6605 0.0 0.0 -0.1
H 0.0703 -2.2094 -1.0207 0.1 -0.1 0.0
H -1.5242 -2.9784 -0.8702 0.1 0.0 0.0
H -0.7917 -2.2056 0.5371 0.1 -0.2 0.1
H -2.3599 1.0796 1.3852 0.0 0.0 0.0
H -0.3653 -1.6016 3.0407 0.2 -0.1 0.0
H 0.3306 -0.0731 3.6386 0.3 -0.1 0.0
H -0.8562 -0.9564 4.6191 -0.1 0.1 -0.2
O 1.5009 -0.0614 -4.1536 0.8 -0.5 1.1
C 2.1585 -0.7736 -3.4120 -1.0 0.9 -0.9
O 2.6210 -0.3644 -2.2031 -0.3 -0.8 -0.9
C 2.5052 -2.1836 -3.8968 0.4 0.5 0.1
F 2.2550 -3.1281 -2.9437 0.0 -0.4 0.5
H 2.3061 0.5477 -2.0792 0.0 0.0 0.0
H 3.5643 -2.2110 -4.1622 0.1 0.0 0.1
H 1.9229 -2.4122 -4.7932 -0.1 0.3 0.3
```
Forces are in eV/Å.

Calculated values
HOMO-LUMO gap = 10.15 eV
LUMO level = 0.6 eV
HOMO = -9.544 eV
Maximum force = 0.037 Eh/bohr
SMILES = CNC(=O)[C@H](CC(C)C)NC(C)=O.O=C(O)CF

# C11H21IrN3O3S2

A structure of composition C11H21IrN3O3S2 (ωB97M-V/def2-TZVPD, OMol25).

XYZ file:
```
41
Properties=species:S:1:pos:R:3:forces:R:3
Ir 0.1888 0.7480 0.0744 1.2 -0.6 -0.1
C 3.8187 -2.3819 -0.0073 0.7 -0.1 0.4
N 2.8667 -2.3513 -1.1128 -0.7 0.6 0.2
C 3.1525 -3.2558 -2.2177 0.4 -0.5 -0.5
C 1.8697 -1.5097 -1.1113 0.4 -0.7 -0.5
O 1.7098 -0.6698 -0.1599 -0.8 0.9 0.6
C 0.8818 -1.5104 -2.2629 0.2 0.0 -0.1
O -0.1832 -0.5995 -1.9418 -0.3 0.1 0.5
C -1.5041 -1.0289 -2.2082 0.0 0.0 -0.2
C -2.3665 -0.7232 -0.9974 1.5 0.6 0.0
O -1.9052 -0.0716 -0.0618 -0.8 -0.5 -0.2
N -3.6817 -1.1565 -0.9447 -1.2 -0.2 0.3
C -4.4702 -0.9518 0.2465 -0.1 0.0 0.4
C -4.3402 -1.7941 -2.0523 0.0 -0.2 -0.5
H 4.0032 -3.4135 0.2905 -0.2 0.0 -0.1
H 4.7833 -1.9777 -0.3229 -0.1 0.1 -0.1
H 3.4596 -1.8134 0.8408 -0.1 0.0 0.0
H 3.3256 -4.2620 -1.8366 -0.2 0.0 0.1
H 2.3654 -3.2897 -2.9648 0.0 0.0 0.1
H 4.0785 -2.9578 -2.7152 -0.1 0.2 0.1
H 1.3718 -1.1666 -3.1769 0.0 0.0 0.0
H 0.4972 -2.5168 -2.4309 -0.1 0.0 0.0
H -1.8912 -0.4754 -3.0732 -0.1 -0.1 0.0
H -1.5368 -2.0973 -2.4366 0.0 0.0 0.0
H -3.8569 -0.6751 1.0952 0.1 0.0 0.0
H -5.2149 -0.1580 0.0655 0.1 0.0 -0.2
H -5.0560 -1.8517 0.4641 0.0 0.0 -0.1
H -3.7159 -1.8983 -2.9334 0.1 0.0 0.1
H -4.7204 -2.7788 -1.7428 0.0 0.0 0.1
H -5.2403 -1.2178 -2.3219 0.0 0.1 0.1
S -0.3359 2.8963 1.0178 -0.1 0.7 -0.1
C 0.4207 3.8020 2.2464 -0.1 -1.1 0.0
N 0.8839 3.4332 3.4143 0.1 0.3 0.0
C 1.4188 4.4382 4.3221 0.2 0.0 0.4
C 1.2885 5.7954 3.6393 -0.1 -0.1 -0.1
S 0.5202 5.5551 2.0491 0.1 0.2 0.2
H 0.8521 2.4655 3.7314 0.0 0.0 -0.2
H 2.4593 4.1978 4.5687 0.0 0.0 -0.1
H 0.8721 4.4024 5.2718 -0.1 0.0 -0.1
H 2.2537 6.3057 3.4861 0.0 0.0 -0.1
H 0.6775 6.5150 4.2096 -0.1 0.0 -0.1
```
Forces are in eV/Å.

Calculated values
HOMO-LUMO gap (spin up / spin down) = 8.27 / 4.62 eV
LUMO level (spin up / spin down) = -12.8 / -16.5 eV
HOMO (spin up / spin down) = -21.116 / -21.082 eV
Maximum force = 0.032 Eh/bohr
Net charge = +4
Multiplicity = 6

# C11H21N3O4

An isolated molecule of C11H21N3O4 (ωB97M-V/def2-TZVPD, OMol25).

XYZ file:
```
39
Properties=species:S:1:pos:R:3:forces:R:3
C 1.4451 -4.7674 2.1567 -0.9 0.8 -2.2
N 1.7003 -3.3397 1.9036 1.2 -1.4 1.9
C 1.2211 -2.6181 0.9246 -2.7 1.2 -1.9
O 0.2783 -2.9716 0.2080 1.1 0.4 0.3
C 1.8279 -1.1806 0.8644 -0.2 -0.4 -1.1
C 3.2847 -1.2632 0.3729 -0.5 2.0 0.0
O 3.9362 0.0018 0.4988 0.1 0.4 0.4
N 1.0446 -0.2932 -0.0420 2.0 -2.2 3.7
C 0.3108 0.7203 0.3695 -1.1 4.3 -0.7
O 0.4736 1.3936 1.3864 -0.1 -1.2 -0.2
C -0.7782 1.1962 -0.6845 1.3 0.0 0.9
N -0.6325 2.6109 -1.1139 0.9 -1.2 3.1
C -1.0162 3.1224 -2.2564 1.0 1.2 -2.0
C -0.9609 4.6316 -2.4132 -3.4 0.6 1.9
O -1.1873 2.4349 -3.2243 -1.0 -1.2 -1.8
C -2.1554 0.9996 -0.0951 -1.1 -1.9 0.0
C -3.0837 0.5317 -1.2020 0.0 1.7 -1.6
C -2.2410 -0.0524 1.0726 -0.7 0.2 -1.6
H 2.3701 -5.2642 2.1345 1.3 -0.9 -0.9
H 1.1477 -5.0097 3.1260 -1.2 0.4 1.7
H 0.6954 -5.1478 1.4069 1.0 0.4 0.8
H 2.5042 -2.9386 2.3575 0.0 -0.2 0.3
H 1.7762 -0.7830 1.8514 0.0 0.5 0.7
H 3.2249 -1.4207 -0.6985 0.3 -1.1 -0.2
H 3.8943 -1.9781 0.9487 -0.3 0.2 -0.6
H 3.4031 0.7512 0.1577 0.1 -1.0 0.2
H 1.1671 -0.5537 -0.9507 -0.6 -0.6 -3.0
H -0.6309 0.5072 -1.4990 -0.2 0.2 -0.8
H -0.5017 3.2756 -0.3748 0.0 -0.1 0.5
H -1.5655 5.0988 -1.5334 0.9 -0.6 -1.3
H 0.0209 4.9978 -2.2621 1.0 0.4 -0.5
H -1.5290 4.9353 -3.3284 1.1 -0.3 0.6
H -2.5389 1.9457 0.2579 0.1 0.4 0.3
H -3.0255 1.2551 -2.1565 -0.2 -2.1 2.0
H -2.9861 -0.5379 -1.3696 0.7 0.0 -0.7
H -4.0500 0.5630 -0.7653 -1.4 0.4 0.0
H -3.2899 -0.2961 1.3478 0.5 0.5 -0.2
H -1.7540 0.4636 1.8545 0.6 -0.3 1.4
H -1.7997 -1.0203 0.7693 0.2 0.5 0.3
```
Forces are in eV/Å.

Calculated values
Energy relative to the best compared isomer or geometry (same formula, charge and spin) = 258.5 kJ/mol
HOMO-LUMO gap = 9.99 eV
LUMO level = 0.5 eV
HOMO = -9.476 eV
Maximum force = 0.092 Eh/bohr
SMILES = CNC(=O)[C@@H](CO)NC(=O)[C@H](NC(C)=O)C(C)C

# C11H21N3O5

An isolated molecule of C11H21N3O5 (ωB97M-V/def2-TZVPD, OMol25).

XYZ file:
```
40
Properties=species:S:1:pos:R:3:forces:R:3
N -2.9236 -1.7255 1.4080 2.7 0.1 -0.7
C -3.5445 -2.1183 0.1706 -3.0 -1.0 0.7
C -4.2592 -0.9186 -0.4628 -0.6 0.6 -0.9
C -3.2433 0.1090 -0.9878 -0.2 -0.6 -1.7
C -2.6636 1.1114 -0.0251 0.9 0.3 1.4
C -1.1503 0.8976 0.2579 1.2 -1.8 -2.3
N -0.7764 0.4281 1.5583 -1.4 0.9 0.9
C -0.2316 2.1119 -0.1905 -2.2 -2.5 2.0
O -0.7401 3.2001 -0.1108 0.5 1.4 -0.8
N 1.0916 1.8953 -0.3981 2.5 2.2 -1.3
C 2.0145 0.7179 -0.2548 -0.3 2.6 -1.2
C 3.3003 0.8453 -1.0749 -1.6 0.0 -3.0
C 3.7842 -0.5934 -1.4894 0.7 -0.7 2.2
C 3.6670 -1.7259 -0.4007 -3.5 -1.4 -1.4
O 2.8984 -2.6872 -0.4999 2.1 2.2 0.2
O 4.3669 -1.5040 0.7015 1.1 0.4 0.0
C 2.5141 0.5827 1.1431 -2.0 1.5 -1.6
O 1.9388 -0.2411 1.7402 -0.2 -2.7 3.7
O 3.3488 1.4940 1.6183 0.6 -0.1 0.3
H -2.0918 -1.1997 1.0147 -0.8 -0.5 1.9
H -2.5221 -2.5985 1.8130 -0.2 1.0 -0.2
H -2.8287 -2.6212 -0.5545 -1.1 0.4 0.5
H -4.3825 -2.7984 0.5443 1.0 0.1 -1.2
H -4.8697 -1.2656 -1.3055 0.5 -0.3 -0.3
H -5.1155 -0.3744 0.0813 1.7 -0.9 0.3
H -2.3830 -0.3960 -1.5572 -1.2 0.3 0.7
H -3.7279 0.7306 -1.7657 -0.1 -0.6 0.2
H -2.8044 2.0330 -0.5539 0.3 0.9 0.4
H -3.1864 1.1532 0.9562 0.1 0.0 -0.7
H -0.9046 -0.0449 -0.3640 0.1 1.5 0.3
H -0.9606 1.1098 2.2942 0.4 -0.4 -0.2
H 0.1213 -0.0045 1.5823 0.3 0.0 0.4
H 1.4877 2.8194 -0.7447 -0.1 -1.7 0.9
H 1.3579 -0.0970 -0.4528 0.2 -1.1 -0.3
H 3.8844 1.5796 -0.4962 0.6 -0.8 -0.7
H 3.0202 1.3007 -2.0985 0.6 -0.3 1.6
H 3.2917 -0.9836 -2.3384 -1.1 0.0 -0.8
H 4.8140 -0.7124 -1.7634 1.0 0.8 -0.3
H 4.9648 -0.7763 0.4521 0.1 -0.2 0.7
H 3.4430 1.2670 2.5535 0.2 0.2 0.3
```
Forces are in eV/Å.

Calculated values
Energy relative to the best compared isomer or geometry (same formula, charge and spin) = 296.2 kJ/mol
HOMO-LUMO gap = 8.61 eV
LUMO level = 0.1 eV
HOMO = -8.553 eV
Maximum force = 0.089 Eh/bohr
SMILES = NCCCC[C@H](N)C(=O)N[C@@H](CCC(=O)O)C(=O)O

# C11H21O

A cluster of 2 separate species, C11H21O in total (ωB97M-V/def2-TZVPD, OMol25).

XYZ file:
```
33
Properties=species:S:1:pos:R:3:forces:R:3
C -1.2204 1.1241 4.1980 -0.4 0.2 0.4
C -1.6331 -0.3325 -0.7065 0.0 0.3 -0.1
C 0.0884 0.2584 -2.4041 -0.1 0.3 0.2
C -0.6010 -0.2306 0.4063 -0.2 -0.2 0.2
C 1.1261 0.4002 -1.2948 0.2 -0.2 -0.2
C -1.3103 0.5899 -1.8815 -0.1 -0.4 -0.2
C 0.8173 -0.6005 -0.1795 0.1 0.2 -0.4
C -2.3632 0.4544 -2.9764 0.2 0.1 0.2
C 1.7523 -1.8543 1.7794 -0.2 -0.3 0.2
C 2.2863 0.5713 1.5334 0.4 0.2 -0.1
C 1.6513 -0.6218 1.0038 -0.3 -0.1 0.0
O -0.4574 0.7704 3.3429 0.4 -0.1 -0.3
H -1.4152 0.5242 5.0967 0.1 -0.2 0.1
H -1.7746 2.0711 4.1359 0.0 0.1 -0.1
H -1.7133 -1.3638 -1.0580 0.0 0.0 0.0
H -2.5986 -0.0536 -0.2774 0.0 -0.1 0.0
H 0.3417 0.9268 -3.2261 0.0 0.0 -0.1
H 0.0998 -0.7615 -2.7932 0.0 -0.1 -0.1
H -0.5592 0.7902 0.7856 0.0 0.0 0.1
H -0.8620 -0.8951 1.2285 0.0 0.0 0.1
H 2.1232 0.2048 -1.6941 0.1 0.1 0.0
H 1.0962 1.4202 -0.9121 0.1 0.1 0.1
H -1.3141 1.6257 -1.5224 0.1 0.0 0.0
H 0.7174 -1.6062 -0.6010 0.0 0.0 0.2
H -3.3428 0.7355 -2.5983 -0.1 0.0 0.0
H -2.4172 -0.5706 -3.3364 0.0 -0.1 -0.1
H -2.1238 1.0995 -3.8176 0.0 0.1 -0.1
H 1.7248 -1.6531 2.8513 0.0 0.1 0.0
H 1.0075 -2.5970 1.5038 0.0 0.0 -0.1
H 2.7379 -2.2945 1.5890 0.2 0.1 -0.1
H 3.1055 0.3384 2.2112 0.0 0.0 0.0
H 2.5974 1.2793 0.7699 0.0 0.0 -0.1
H 1.5171 1.0671 2.1441 -0.2 0.0 0.0
```
Forces are in eV/Å.

Calculated values
Energy relative to the best compared isomer or geometry (same formula, charge and spin) = 0.0 kJ/mol
HOMO-LUMO gap = 8.59 eV
LUMO level = -5.1 eV
HOMO = -13.692 eV
Maximum force = 0.011 Eh/bohr
Net charge = +1

# C11H22BClInN4O4

A structure of composition C11H22BClInN4O4 (ωB97M-V/def2-TZVPD, OMol25).

XYZ file:
```
44
Properties=species:S:1:pos:R:3:forces:R:3
C -1.6900 -1.1430 -0.8860 -0.1 0.4 -0.1
C -1.6979 0.3949 -1.0444 0.3 -0.2 0.4
In 0.2769 1.2423 -0.5800 -0.1 -0.3 -0.1
Cl 0.0582 3.5193 0.3720 0.0 -0.1 -0.1
C 1.3056 -0.0540 0.9463 0.5 0.2 0.1
B 2.6490 0.6333 1.2056 -0.2 0.1 -0.1
O 2.7433 1.7910 1.9790 0.0 0.0 -0.3
O 3.8692 0.1774 0.6951 0.1 0.0 0.1
C 1.6869 1.3945 -2.2862 -0.2 0.2 0.3
C 1.7806 0.3913 -3.2567 0.1 0.3 0.1
C 2.6972 0.4758 -4.3016 -0.1 -0.2 0.1
C 3.5404 1.5731 -4.3980 0.1 0.1 -0.1
C 3.4585 2.5922 -3.4568 -0.1 -0.1 0.1
C 2.5417 2.4938 -2.4132 0.1 -0.1 -0.2
H -0.8773 -1.4808 -0.2401 0.0 -0.1 0.0
H -2.6249 -1.4855 -0.4326 0.0 -0.1 -0.1
H -1.5862 -1.6305 -1.8600 0.1 -0.1 0.1
H -2.0930 0.6927 -2.0151 0.0 0.0 0.0
H -2.3724 0.7974 -0.2903 0.0 0.2 -0.1
H 1.4299 -1.0313 0.4678 -0.2 -0.1 0.1
H 0.6940 -0.1388 1.8444 -0.2 0.1 -0.3
H 3.4126 2.3713 1.6006 0.1 0.0 0.3
H 3.7684 -0.7072 0.3364 -0.1 0.1 -0.2
H 1.1215 -0.4693 -3.1864 0.0 -0.1 -0.1
H 2.7542 -0.3323 -5.0239 0.0 0.1 -0.1
H 4.2639 1.6380 -5.2036 0.0 0.0 0.0
H 4.1133 3.4540 -3.5304 0.0 0.0 0.0
H 2.4985 3.2914 -1.6774 -0.1 0.0 0.0
C 1.1393 -1.7140 4.3852 0.2 0.2 -0.1
O 0.3143 -1.5686 3.5083 -0.3 -0.3 0.3
N 0.8648 -2.3840 5.5577 0.0 -0.1 0.0
N 2.4078 -1.2181 4.2791 0.0 -0.1 0.0
H 1.5325 -2.5090 6.2932 0.0 0.0 0.0
H -0.0602 -2.7536 5.6631 0.0 0.0 0.0
H 2.6254 -0.7056 3.4403 0.0 0.1 0.0
H 3.1043 -1.3144 4.9915 0.0 0.0 0.0
C -5.7560 -0.5265 -0.2506 0.0 -0.1 0.0
O -4.7086 0.0623 -0.3975 -0.2 0.0 0.0
N -6.0937 -1.6218 -1.0075 0.0 0.0 0.0
N -6.6910 -0.1548 0.6855 0.0 0.0 0.0
H -6.9503 -2.1292 -0.9023 0.0 0.0 0.0
H -5.4234 -1.9197 -1.6915 0.0 0.0 0.0
H -6.4675 0.6382 1.2567 0.0 0.0 0.0
H -7.5598 -0.6325 0.8242 0.0 0.0 0.0
```
Forces are in eV/Å.

Calculated values
HOMO-LUMO gap = 6.85 eV
LUMO level = 2.5 eV
HOMO = -4.366 eV
Maximum force = 0.011 Eh/bohr
Net charge = -1

- Among the records above, which one has the highest maximum force?
  C11H21N3O4

- The highest maximum force belongs to which entry?
  C11H21N3O4

- Which value of maximum force does entry 3 give?
  0.092 Eh/bohr